No. 1
A cluster of 8 separate species, C11H38O8 in total, computed with ωB97M-V/def2-TZVPD.

## Properties
⟨S²⟩ ... 0.756
M ... 298.42 Da
Gap between HOMO and LUMO (spin up / spin down) ... 9.79 / 2.55 eV
ΔE to the lowest compared entry with this formula, charge and spin ... 65.3 kcal/mol
Total energy ... -1043.256284 hartree

```
! wB97M-V def2-TZVPD RIJCOSX def2/J DEFGRID3
* xyz 1 2
C 2.82 -3.85 1.83
O 3.53 -3.13 2.89
H 3.49 -4.18 1.04
H 2.34 -4.70 2.33
H 2.09 -3.19 1.36
H 3.03 -3.27 3.70
C -1.77 -2.11 4.10
O -0.71 -1.41 3.54
H -2.22 -1.65 4.97
H -2.65 -2.20 3.45
H -1.49 -3.14 4.32
H -1.12 -0.65 3.11
C 1.05 -1.83 -4.94
O 1.34 -3.11 -5.46
H 1.92 -1.20 -5.13
H 0.09 -1.35 -5.14
H 0.97 -1.89 -3.85
H 1.79 -2.96 -6.29
C -2.16 1.91 3.58
O -2.26 0.81 2.66
H -1.15 2.30 3.51
H -2.77 2.70 3.14
H -2.62 1.49 4.48
H -3.17 0.53 2.71
C -3.33 2.69 -0.48
O -3.13 4.16 -0.41
H -3.73 2.24 0.43
H -3.99 2.33 -1.26
H -2.37 2.21 -0.67
H -2.56 4.30 0.35
C 2.43 0.05 2.27
C 2.83 0.60 3.63
O 3.81 1.61 3.58
H 1.57 -0.61 2.37
H 3.21 -0.61 1.90
H 2.27 0.80 1.49
H 3.01 -0.29 4.24
H 2.05 1.15 4.16
H 4.66 1.25 3.33
C 0.77 -1.59 -0.59
C 0.00 -0.33 -1.05
O -1.26 -0.04 -0.42
H 1.28 -2.01 -1.46
H 0.09 -2.40 -0.34
H 1.44 -1.47 0.26
H -0.19 -0.34 -2.12
H 0.57 0.59 -0.96
H -1.19 0.49 0.38
C -0.96 1.56 -4.53
C -1.05 3.00 -4.82
O -0.45 3.26 -6.09
H -1.39 0.81 -5.19
H -1.32 1.13 -3.59
H 0.11 1.36 -4.49
H -0.43 3.64 -4.19
H -2.08 3.37 -4.78
H -1.01 3.17 -6.87
*
```

=====

No. 2
A cluster of 8 separate species, C11H39N11O9 in total, computed with ωB97M-V/def2-TZVPD.

## Properties
M ... 469.50 Da
SMILES ... COCCNCCOC.NC(N)=O.NC(N)=O.NC(N)=O.NC(N)=O.NC(N)=O.O.O
Gap between HOMO and LUMO ... 8.45 eV
ΔE to the lowest compared entry with this formula, charge and spin ... 124.6 kcal/mol
Total energy ... -1721.973676 hartree

```
! wB97M-V def2-TZVPD RIJCOSX def2/J DEFGRID3
* xyz 0 1
C -12.58 -11.93 -2.66
O -13.51 -11.10 -1.89
C -14.18 -10.06 -2.57
C -15.31 -10.43 -3.55
N -16.59 -10.78 -2.88
C -16.58 -12.17 -2.31
C -15.99 -13.29 -3.27
O -16.91 -13.76 -4.29
C -17.51 -12.74 -5.11
H -13.08 -12.51 -3.45
H -11.98 -12.58 -2.03
H -11.88 -11.25 -3.14
H -13.50 -9.34 -3.03
H -14.64 -9.54 -1.73
H -15.02 -11.23 -4.22
H -15.58 -9.56 -4.16
H -16.80 -10.28 -2.03
H -17.60 -12.42 -2.01
H -15.90 -12.14 -1.47
H -15.84 -14.11 -2.57
H -15.03 -13.16 -3.76
H -18.12 -11.95 -4.67
H -18.19 -13.17 -5.85
H -16.81 -12.11 -5.66
N -9.85 -19.00 -7.58
C -10.90 -18.31 -7.68
N -11.37 -18.21 -8.88
O -11.34 -17.80 -6.70
H -9.43 -19.29 -6.71
H -9.44 -19.31 -8.44
H -11.01 -18.68 -9.69
H -12.15 -17.57 -8.96
N -11.07 -7.45 -7.48
C -10.43 -8.58 -7.47
N -10.39 -9.05 -8.68
O -9.86 -9.06 -6.50
H -11.15 -7.01 -6.58
H -11.40 -7.00 -8.32
H -9.77 -9.84 -8.76
H -10.62 -8.52 -9.51
N -14.58 -12.35 -9.78
C -15.61 -12.67 -10.48
N -16.02 -13.84 -10.12
O -15.98 -12.07 -11.43
H -14.21 -12.82 -8.97
H -14.13 -11.56 -10.22
H -15.78 -14.29 -9.25
H -16.90 -14.01 -10.60
N -7.84 -15.45 -4.23
C -7.13 -15.34 -3.13
N -6.41 -14.27 -3.05
O -7.21 -16.28 -2.35
H -8.24 -16.37 -4.26
H -7.56 -14.92 -5.05
H -5.84 -14.20 -2.22
H -6.34 -13.64 -3.84
N -5.92 -12.42 -8.06
C -6.83 -12.83 -8.79
N -6.34 -13.48 -9.79
O -8.02 -12.70 -8.63
H -6.30 -11.81 -7.35
H -4.96 -12.41 -8.37
H -5.34 -13.40 -9.92
H -6.99 -13.62 -10.55
O -11.75 -13.73 -6.71
H -11.70 -14.67 -6.53
H -10.99 -13.55 -7.27
O -15.18 -16.30 -6.63
H -14.40 -16.62 -6.18
H -15.74 -15.97 -5.93
*
```

=====

No. 3
A cluster of 8 separate species, C11H39N15O8 in total, computed with ωB97M-V/def2-TZVPD.

## Properties
⟨S²⟩ ... 0.755
M ... 509.53 Da
Gap between HOMO and LUMO (spin up / spin down) ... 8.77 / 3.07 eV
ΔE to the lowest compared entry with this formula, charge and spin ... 4.1 kcal/mol
Total energy ... -1865.641273 hartree

```
! wB97M-V def2-TZVPD RIJCOSX def2/J DEFGRID3
* xyz 1 2
C -0.63 -1.94 5.19
O 0.28 -1.17 4.90
N -0.69 -2.73 6.22
N -1.81 -1.97 4.64
H 0.09 -2.76 6.86
H -1.55 -3.23 6.34
H -1.95 -1.04 4.27
H -2.54 -2.59 4.96
C 2.32 -0.92 1.78
O 1.46 -1.42 1.09
N 3.59 -1.01 1.45
N 2.18 -0.37 2.94
H 3.87 -1.53 0.63
H 4.21 -0.57 2.12
H 1.29 -0.38 3.44
H 2.96 0.20 3.22
C -3.06 -1.06 -2.37
O -2.82 -0.04 -2.98
N -4.27 -1.58 -2.13
N -2.21 -1.95 -1.87
H -5.02 -1.13 -2.63
H -4.40 -2.47 -1.67
H -1.21 -1.85 -1.87
H -2.64 -2.82 -1.58
C -1.51 0.79 0.73
O -2.60 1.25 0.50
N -0.65 0.31 -0.15
N -1.11 0.37 1.95
H 0.15 -0.25 0.11
H -1.08 0.30 -1.06
H -0.30 -0.23 2.06
H -1.80 0.54 2.67
C 0.93 -2.74 -2.20
O 0.74 -1.56 -2.33
N 1.29 -3.32 -1.10
N 0.73 -3.68 -3.12
H 1.44 -4.31 -1.13
H 1.45 -2.71 -0.30
H 0.25 -3.38 -3.95
H 0.95 -4.66 -2.96
C -1.29 5.71 -0.88
O -2.03 6.12 -1.74
N -0.54 6.50 -0.11
N -1.26 4.46 -0.44
H -0.51 7.43 -0.49
H 0.03 6.17 0.65
H -2.01 3.86 -0.77
H -0.44 4.22 0.09
C -3.91 0.53 3.84
O -2.72 0.53 4.17
N -4.84 0.37 4.73
N -4.34 0.56 2.62
H -4.62 0.34 5.72
H -5.80 0.30 4.45
H -3.70 0.89 1.92
H -5.33 0.64 2.45
C 1.35 1.43 -2.49
C 2.44 1.06 -3.54
C 3.79 0.53 -3.05
O 4.59 0.02 -4.23
C 5.97 0.23 -4.09
N 1.83 0.15 -4.55
H 1.64 1.10 -1.49
H 0.36 1.06 -2.75
H 1.19 2.49 -2.29
H 2.69 1.95 -4.11
H 3.59 -0.32 -2.39
H 4.34 1.32 -2.55
H 6.49 -0.14 -3.20
H 6.24 1.27 -4.30
H 6.27 -0.37 -4.95
H 2.69 -0.15 -4.99
H 1.52 -0.60 -3.95
*
```

=====

No. 4
A structure of composition C11H39N15O8Y, computed with ωB97M-V/def2-TZVPD.

## Properties
M ... 598.44 Da
Gap between HOMO and LUMO ... 9.83 eV
ΔE to the lowest compared entry with this formula, charge and spin ... 0.0 kcal/mol
Total energy ... -1903.851658 hartree

```
! wB97M-V def2-TZVPD RIJCOSX def2/J DEFGRID3
* xyz 3 1
Y -0.58 -0.19 -0.71
C 1.24 -3.18 -0.31
O 0.48 -2.24 -0.05
N 1.44 -4.18 0.60
N 2.01 -3.20 -1.42
H 2.03 -4.98 0.44
H 0.74 -4.31 1.31
H 2.01 -2.38 -2.00
H 2.53 -4.02 -1.70
C -2.24 -2.84 -2.47
O -1.51 -1.97 -1.93
N -2.40 -4.04 -1.88
N -2.81 -2.64 -3.67
H -1.89 -4.25 -1.05
H -2.90 -4.73 -2.41
H -3.42 -3.36 -4.05
H -2.94 -1.70 -4.00
C -3.56 -1.19 1.03
O -2.61 -0.85 0.30
N -4.81 -0.68 0.82
N -3.44 -2.13 1.99
H -4.90 -0.01 0.08
H -5.52 -0.76 1.53
H -4.15 -2.27 2.68
H -2.55 -2.57 2.07
C 0.93 -0.77 -3.92
O 0.94 -0.75 -2.67
N -0.06 -0.20 -4.65
N 1.93 -1.34 -4.63
H -0.06 -0.32 -5.65
H -0.87 0.13 -4.16
H 1.89 -1.41 -5.63
H 2.66 -1.77 -4.09
C 1.17 2.61 -2.40
O 0.65 1.78 -1.63
N 0.74 3.89 -2.46
N 2.26 2.31 -3.13
H 1.13 4.58 -3.09
H -0.06 4.14 -1.91
H 2.58 3.01 -3.79
H 2.65 1.39 -3.15
C 0.00 -1.01 3.02
O -0.43 -0.55 1.95
N -0.56 -0.71 4.22
N 1.03 -1.90 3.05
H 0.00 -0.85 5.05
H -1.22 0.05 4.24
H 1.35 -2.20 3.95
H 1.51 -2.12 2.20
C 2.70 0.30 0.90
O 1.62 0.25 0.30
N 2.92 1.17 1.90
N 3.73 -0.52 0.55
H 3.85 1.42 2.19
H 2.14 1.67 2.33
H 4.64 -0.35 0.95
H 3.58 -1.03 -0.30
C -1.15 4.24 0.34
C -0.38 3.09 0.95
C -0.16 3.40 2.43
O 0.66 2.42 3.03
C 0.92 2.70 4.40
N -1.16 1.82 0.79
H -1.98 4.64 0.93
H -1.57 3.97 -0.63
H -0.51 5.10 0.14
H 0.61 3.00 0.52
H -1.13 3.47 2.94
H 0.31 4.39 2.51
H 1.38 3.67 4.56
H 1.67 1.98 4.75
H 0.02 2.60 5.01
H -2.15 2.02 0.91
H -0.97 1.31 1.66
*
```

=====

No. 5
A structure of composition C11H39N16NiO12, computed with ωB97M-V/def2-TZVPD.

## Properties
⟨S²⟩ ... 2.003
M ... 646.23 Da
Gap between HOMO and LUMO (spin up / spin down) ... 7.12 / 5.94 eV
Total energy ... -3729.961803 hartree

```
! wB97M-V def2-TZVPD RIJCOSX def2/J DEFGRID3
* xyz 1 3
Ni -3.34 0.66 0.96
O 0.08 1.10 0.19
C -0.54 -0.02 -0.20
O 0.22 -0.90 -0.68
O -1.78 -0.18 -0.09
H 0.99 0.82 -0.03
C -1.57 2.24 3.08
O -1.97 1.37 2.30
N -0.39 2.86 2.89
N -2.23 2.75 4.15
H 0.14 2.90 2.03
H -0.09 3.62 3.48
H -3.17 2.43 4.33
H -1.77 3.33 4.83
C 2.11 -3.06 -3.74
O 2.09 -2.19 -4.63
N 1.78 -2.76 -2.47
N 2.43 -4.35 -3.92
H 1.31 -1.89 -2.26
H 1.76 -3.45 -1.74
H 2.25 -4.96 -3.15
H 2.80 -4.63 -4.81
C 2.25 3.72 -0.08
O 1.81 4.11 1.01
N 1.98 4.29 -1.27
N 2.90 2.54 -0.17
H 2.24 3.89 -2.15
H 1.44 5.14 -1.22
H 3.26 2.23 -1.06
H 2.99 1.97 0.65
C -2.54 3.14 -0.96
O -3.06 2.41 -0.09
N -3.28 3.96 -1.72
N -1.23 3.11 -1.28
H -2.85 4.53 -2.42
H -4.25 4.06 -1.48
H -1.05 3.72 -2.05
H -0.51 2.77 -0.66
C -3.36 -2.19 2.34
O -3.67 -1.05 1.95
N -4.07 -2.79 3.34
N -2.41 -2.96 1.82
H -4.69 -2.23 3.89
H -3.72 -3.68 3.67
H -1.88 -2.63 1.03
H -2.28 -3.88 2.19
C 3.52 1.70 3.58
O 4.12 1.11 4.47
N 3.53 3.05 3.47
N 2.64 1.07 2.74
H 2.76 3.44 2.96
H 4.08 3.52 4.16
H 2.07 1.70 2.21
H 2.48 0.11 3.00
C -1.42 -0.27 -4.19
O -0.34 -0.69 -4.59
N -2.60 -0.82 -4.59
N -1.60 0.72 -3.27
H -3.41 -0.59 -4.05
H -2.58 -1.63 -5.19
H -2.52 1.04 -3.02
H -0.97 0.54 -2.50
C -2.25 -3.71 -1.46
O -2.56 -4.88 -1.67
N -0.97 -3.36 -1.18
N -3.12 -2.67 -1.39
H -0.67 -2.39 -1.09
H -0.33 -4.13 -1.18
H -4.01 -2.83 -1.84
H -2.83 -1.72 -1.25
C 4.41 -2.25 1.59
C 3.08 -2.05 0.98
O 2.97 -0.99 0.03
H 4.28 -2.88 2.47
H 4.96 -1.40 1.99
H 5.04 -2.81 0.90
H 2.37 -1.74 1.78
H 2.64 -2.98 0.62
H 2.08 -1.07 -0.33
*
```

=====

No. 6
A cluster of 8 separate species, C11H39N18O7 in total, computed with ωB97M-V/def2-TZVPD.

## Properties
M ... 535.55 Da
Gap between HOMO and LUMO ... 6.21 eV
ΔE to the lowest compared entry with this formula, charge and spin ... 14.0 kcal/mol
Total energy ... -1954.829748 hartree

```
! wB97M-V def2-TZVPD RIJCOSX def2/J DEFGRID3
* xyz 1 1
C -0.56 6.47 -4.33
C 0.14 5.27 -4.87
N 0.07 4.97 -6.08
C 0.90 4.45 -3.84
N -0.08 3.77 -2.98
C 0.18 2.94 -1.99
N -0.48 1.74 -1.94
N 1.08 3.22 -0.96
H -1.48 6.14 -3.85
H -0.83 7.16 -5.11
H 0.03 6.97 -3.58
H 0.60 4.11 -6.26
H 1.50 3.73 -4.37
H 1.50 5.14 -3.25
H -1.07 3.91 -3.19
H -1.40 1.91 -1.47
H -0.65 1.45 -2.90
H 0.81 4.03 -0.42
H 2.04 3.29 -1.27
C 3.91 0.78 -3.26
O 4.69 0.93 -2.34
N 2.62 1.25 -3.19
N 4.26 0.15 -4.41
H 1.95 1.15 -3.93
H 2.36 1.70 -2.34
H 5.21 -0.18 -4.48
H 3.63 0.01 -5.18
C -2.53 -1.23 0.07
O -3.13 -1.46 -0.96
N -2.77 -1.87 1.24
N -1.53 -0.29 0.12
H -2.27 -1.67 2.09
H -3.50 -2.57 1.26
H -1.34 0.21 -0.72
H -1.00 -0.07 0.94
C 1.29 -2.72 2.02
O 0.99 -1.87 2.85
N 2.52 -3.32 2.02
N 0.43 -3.11 1.04
H 2.79 -4.02 1.35
H 3.17 -3.05 2.73
H -0.47 -2.67 1.04
H 0.65 -3.79 0.34
C -5.28 -3.11 4.04
O -5.28 -2.91 2.84
N -5.15 -4.36 4.58
N -5.42 -2.10 4.95
H -5.16 -4.55 5.57
H -5.06 -5.12 3.94
H -5.53 -1.17 4.59
H -5.43 -2.24 5.94
C -4.02 -7.53 6.82
O -4.81 -6.73 7.28
N -4.38 -8.80 6.49
N -2.70 -7.22 6.59
H -3.75 -9.48 6.11
H -5.34 -9.06 6.64
H -2.40 -6.30 6.83
H -2.04 -7.87 6.21
C 8.16 0.94 -3.63
O 7.60 0.29 -4.50
N 7.53 1.26 -2.46
N 9.45 1.38 -3.76
H 7.95 1.79 -1.72
H 6.58 0.93 -2.38
H 9.92 1.15 -4.61
H 9.93 1.91 -3.06
C -2.60 2.99 0.98
O -2.92 2.38 -0.03
N -3.42 3.13 2.05
N -1.37 3.58 1.07
H -3.17 3.62 2.88
H -4.32 2.69 1.99
H -0.78 3.46 0.28
H -1.04 4.10 1.86
*
```

=====

No. 7
A structure of composition C11H40BCsN6O7, computed with ωB97M-V/def2-TZVPD.

## Properties
M ... 512.19 Da
Gap between HOMO and LUMO ... 7.45 eV
ΔE to the lowest compared entry with this formula, charge and spin ... 49.6 kcal/mol
Total energy ... -1343.147265 hartree

```
! wB97M-V def2-TZVPD RIJCOSX def2/J DEFGRID3
* xyz 0 1
Cs 20.25 0.36 6.27
B 18.54 4.06 4.54
H 18.60 4.38 3.51
H 19.50 3.99 5.03
H 17.81 4.69 5.02
H 18.10 3.07 4.52
C 18.82 9.19 5.42
O 19.06 10.37 5.34
N 19.59 8.22 5.11
N 17.56 8.84 5.47
H 19.19 7.31 4.93
H 20.54 8.44 4.85
H 16.97 9.64 5.66
H 17.36 7.85 5.43
C 16.54 4.94 9.22
O 16.48 5.01 10.46
N 15.67 5.39 8.48
N 17.54 4.41 8.61
H 14.79 5.71 8.85
H 15.84 5.19 7.50
H 17.59 4.50 7.61
H 18.32 4.05 9.14
C 13.10 1.03 6.31
O 12.55 0.23 7.05
N 12.53 1.97 5.64
N 14.35 1.03 6.05
H 11.54 2.19 5.57
H 13.19 2.65 5.28
H 14.67 1.79 5.48
H 14.96 0.40 6.55
C 12.72 5.62 2.57
C 14.21 5.51 2.81
O 14.43 4.84 4.04
H 12.14 6.07 3.37
H 12.34 4.60 2.45
H 12.42 6.11 1.65
H 14.70 6.48 2.83
H 14.70 4.92 2.04
H 15.39 4.78 4.02
C 22.93 5.74 -0.08
C 22.37 5.61 1.34
O 23.34 5.55 2.31
H 22.18 5.51 -0.84
H 23.80 5.11 -0.25
H 23.23 6.76 -0.32
H 21.83 4.66 1.43
H 21.59 6.36 1.50
H 23.30 6.33 2.88
C 17.54 6.81 -0.38
C 17.77 8.22 0.16
O 17.36 9.25 -0.67
H 17.98 6.65 -1.36
H 16.47 6.60 -0.37
H 17.98 6.14 0.36
H 18.82 8.48 0.32
H 17.26 8.29 1.12
H 17.60 9.99 -0.11
C 16.55 0.55 -0.30
C 16.90 0.93 1.15
O 18.13 1.59 1.06
H 17.26 -0.13 -0.77
H 16.65 1.50 -0.83
H 15.51 0.33 -0.54
H 16.86 0.04 1.77
H 16.11 1.55 1.58
H 18.20 2.33 1.68
*
```

=====

Which of these has the highest M? C11H39N16NiO12